The following is a quantum chemistry calculation of a gas-phase ion, C25H32FN6O2 (charge +1) at a distorted geometry, from the Open Molecules 2025 dataset.

Last column: natural (NBO) charge in e.
Positions of all 66 atoms, in Å:
1 C 3.51712 4.55704 -2.10397  -0.26
2 O 2.78182 3.34942 -2.09211  -0.48
3 C 2.29115 2.89487 -0.92322  0.29
4 C 2.44731 3.50553 0.31827  -0.26
5 C 1.88816 2.94646 1.45476  -0.26
6 C 1.17180 1.76104 1.38911  0.33
7 O 0.55468 1.15593 2.45505  -0.55
8 C 0.83240 1.62478 3.76287  -0.25
9 C 1.02479 1.12699 0.14358  -0.15
10 C 0.33655 -0.21991 0.06706  -0.04
11 C 1.15893 -1.19435 0.84375  0.30
12 N 0.79885 -1.72470 1.99485  -0.34
13 N 1.81873 -2.47063 2.39249  -0.04
14 N 2.76738 -2.42483 1.56285  -0.04
15 N 2.41062 -1.62533 0.55840  -0.17
16 C 3.23177 -1.37409 -0.60454  -0.06
17 C 4.66876 -1.84858 -0.35803  -0.41
18 C 4.70088 -3.26037 -0.93550  -0.41
19 C 3.87721 -3.11806 -2.21175  -0.40
20 C 2.71571 -2.20157 -1.80699  -0.42
21 N -1.02123 -0.16092 0.68823  -0.40
22 C -1.85857 0.92807 0.13849  -0.25
23 C -3.14891 1.04566 0.96278  -0.22
24 N -3.88554 -0.19151 0.94586  -0.44
25 C -4.89011 -0.41248 -0.00490  0.06
26 C -4.98774 -1.58587 -0.75370  -0.25
27 C -6.03446 -1.79404 -1.63513  -0.20
28 C -7.01334 -0.83354 -1.80921  -0.21
29 C -6.94505 0.34093 -1.07991  -0.27
30 C -5.90698 0.52993 -0.19294  0.42
31 F -5.88698 1.68183 0.52274  -0.34
32 C -3.07659 -1.27667 1.42753  -0.22
33 C -1.77342 -1.43526 0.62869  -0.26
34 C 1.57103 1.69850 -0.99059  -0.19
35 H 3.79848 4.71506 -3.14291  0.22
36 H 2.90788 5.39762 -1.76144  0.18
37 H 4.41961 4.48004 -1.49169  0.18
38 H 3.00113 4.42408 0.41660  0.24
39 H 2.02125 3.45002 2.39771  0.24
40 H 1.90608 1.63906 3.95811  0.20
41 H 0.41046 2.62001 3.92332  0.19
42 H 0.35650 0.91122 4.43268  0.22
43 H 0.23600 -0.53407 -0.97789  0.25
44 H 3.18456 -0.29771 -0.79662  0.23
45 H 5.35288 -1.20335 -0.90870  0.22
46 H 4.92770 -1.81946 0.69769  0.24
47 H 5.71306 -3.60531 -1.12867  0.23
48 H 4.22202 -3.95395 -0.24398  0.21
49 H 3.52559 -4.07312 -2.59509  0.23
50 H 4.47668 -2.63781 -2.98516  0.21
51 H 2.40384 -1.55876 -2.62885  0.22
52 H 1.85712 -2.80240 -1.49969  0.21
53 H -0.81795 0.04894 1.68472  0.50
54 H -2.09400 0.68754 -0.90162  0.22
55 H -1.30190 1.86507 0.16911  0.24
56 H -2.89420 1.29124 2.00058  0.20
57 H -3.74687 1.86175 0.56425  0.26
58 H -4.24533 -2.36163 -0.64925  0.21
59 H -6.07711 -2.71703 -2.19192  0.22
60 H -7.82625 -0.99599 -2.49743  0.23
61 H -7.69597 1.10890 -1.17216  0.24
62 H -2.81841 -1.07232 2.47384  0.21
63 H -3.64371 -2.20609 1.40472  0.25
64 H -1.98095 -1.65967 -0.42011  0.22
65 H -1.16973 -2.22759 1.07114  0.27
66 H 1.45487 1.23140 -1.95619  0.23

Calculated values
Total charge ... +1
Energy above the lowest of the compared OMol25 structures with the same formula, charge and spin ... 0.0 kcal per mole
Orbital gap ... 8.643 eV
SMILES ... COc1ccc(OC)c([C@@H](c2nnnn2C2CCCC2)[NH+]2CCN(c3ccccc3F)CC2)c1

***

The following is a quantum chemistry calculation of a molecular structure, C25H32GeN5PtSe, from the Open Molecules 2025 dataset.

Last column: natural (NBO) charge in e.
Positions of all 65 atoms, in Å:
1 Pt -0.24337 0.09539 -0.95441  0.69
2 C 0.95241 -6.24183 -3.28505  -0.63
3 C 0.95443 -4.98580 -2.45686  -0.03
4 C 0.81456 -5.02131 -1.07037  -0.17
5 C 0.76446 -3.86035 -0.32444  -0.24
6 C 0.89370 -2.60247 -0.91990  0.22
7 N 0.77352 -1.42987 -0.18608  -0.67
8 C 1.32118 -1.28136 1.08118  0.13
9 C 2.61604 -1.71283 1.38098  -0.22
10 C 3.17606 -1.50170 2.62576  -0.19
11 C 2.49002 -0.81255 3.62509  -0.01
12 C 3.11618 -0.53043 4.96373  -0.63
13 C 1.20434 -0.38223 3.33975  -0.22
14 C 0.61764 -0.64314 2.10863  0.14
15 N -0.75812 -0.30098 1.93310  -0.16
16 C -1.71883 -0.32690 2.87759  0.01
17 C -2.90968 0.03746 2.29111  -0.31
18 C -2.59195 0.26237 0.95335  -0.01
19 N -1.29191 0.07007 0.75514  -0.28
20 C 1.09486 -2.57560 -2.30190  0.06
21 C 1.08594 -3.74294 -3.05522  -0.20
22 N 1.38384 -1.34771 -2.97301  -0.13
23 C 2.19363 -1.20889 -4.04117  0.01
24 C 2.23488 0.12183 -4.38283  -0.32
25 C 1.41656 0.75418 -3.45064  0.00
26 N 0.90638 -0.13866 -2.60572  -0.29
27 H 0.82321 -7.12176 -2.65747  0.22
28 H 1.88992 -6.35509 -3.83131  0.22
29 H 0.14375 -6.23046 -4.01706  0.23
30 H 0.70646 -5.97663 -0.57169  0.22
31 H 0.61363 -3.90656 0.74674  0.22
32 H 3.18034 -2.21554 0.60580  0.23
33 H 4.18410 -1.84806 2.81785  0.22
34 H 4.13165 -0.91974 5.00865  0.22
35 H 2.54494 -0.99165 5.77069  0.22
36 H 3.15907 0.54158 5.16107  0.22
37 H 0.65003 0.17310 4.08791  0.22
38 H -1.49489 -0.64193 3.88123  0.25
39 H -3.87503 0.10091 2.75988  0.25
40 H -3.22126 0.52830 0.12196  0.23
41 H 1.17595 -3.68286 -4.13366  0.22
42 H 2.70960 -2.05674 -4.45485  0.24
43 H 2.79454 0.57427 -5.18110  0.25
44 H 1.17879 1.79743 -3.34347  0.23
45 C -1.48044 6.04271 1.05886  -1.08
46 Ge -1.65658 4.12333 0.76533  1.61
47 C -0.33318 3.15552 1.82441  -1.09
48 C -3.50574 3.58799 1.09564  -1.09
49 C -1.24444 3.82569 -1.15692  -1.01
50 Se -1.34987 2.05805 -1.99165  0.42
51 C -3.23345 1.90706 -2.45585  -0.78
52 H -1.70682 6.28132 2.09824  0.24
53 H -2.16662 6.60331 0.42428  0.24
54 H -0.46371 6.37435 0.84798  0.24
55 H -0.58326 3.20223 2.88491  0.24
56 H 0.64620 3.61493 1.68631  0.24
57 H -0.26677 2.11058 1.52791  0.22
58 H -3.75768 3.73881 2.14579  0.25
59 H -3.68836 2.54509 0.85416  0.22
60 H -4.17990 4.20475 0.49892  0.24
61 H -0.22267 4.12947 -1.38604  0.25
62 H -1.90097 4.43313 -1.78209  0.25
63 H -3.85665 2.42887 -1.73297  0.24
64 H -3.48327 0.84867 -2.45591  0.24
65 H -3.35741 2.32183 -3.45027  0.25

Calculated values
Total charge ... +1
Energy above the lowest of the compared OMol25 structures with the same formula, charge and spin ... 0.0 kcal per mole
Orbital gap ... 7.683 eV

***

The following is a quantum chemistry calculation of C25H32N2O4 in the gas phase, from the Open Molecules 2025 dataset.

Last column: natural (NBO) charge in e.
Positions of all 63 atoms, in Å:
1 C -1.01847 -4.01583 -1.95530  -0.64
2 C -1.08836 -2.49427 -1.85781  -0.07
3 O -0.80865 -2.01431 -0.55621  -0.53
4 C 0.48986 -1.84363 -0.15459  0.30
5 C 1.59317 -2.21006 -0.91214  -0.27
6 C 2.88260 -1.95968 -0.47785  -0.23
7 C 3.11451 -1.35331 0.74490  -0.03
8 C 4.51984 -1.07247 1.21031  -0.42
9 C 4.75780 0.42434 1.45678  -0.22
10 N 4.27652 1.22910 0.35624  -0.61
11 C 3.14875 1.95783 0.47138  0.69
12 O 2.61467 2.17095 1.53934  -0.63
13 C 2.62697 2.59779 -0.82651  -0.31
14 C 2.57153 1.66434 -2.03810  -0.49
15 C 1.17009 1.06583 -1.97514  0.70
16 O 0.78350 0.08952 -2.58209  -0.64
17 N 0.43872 1.81904 -1.13583  -0.43
18 C -0.82211 1.39359 -0.59318  -0.22
19 C -2.00530 2.29403 -0.97272  -0.42
20 C -3.24805 1.67316 -0.40337  -0.03
21 C -3.70433 2.02676 0.85923  -0.16
22 C -4.80111 1.39217 1.41548  -0.22
23 C -5.45174 0.39051 0.71643  -0.22
24 C -5.00326 0.02984 -0.54297  -0.21
25 C -3.90764 0.66640 -1.09724  -0.21
26 C 1.15079 2.96367 -0.61658  -0.21
27 C 2.01666 -1.00653 1.51821  -0.25
28 C 0.71208 -1.23099 1.09423  0.25
29 O -0.24611 -0.77260 1.95257  -0.51
30 C -1.57241 -1.27253 1.91835  -0.05
31 C -2.26174 -0.80170 3.19047  -0.62
32 H -1.71214 -4.46331 -1.24696  0.21
33 H -0.01922 -4.37963 -1.73024  0.21
34 H -1.28972 -4.32876 -2.96004  0.21
35 H -2.11670 -2.16697 -2.04317  0.19
36 H -0.43257 -2.00938 -2.58796  0.21
37 H 1.45820 -2.66617 -1.87794  0.22
38 H 3.71169 -2.25035 -1.10772  0.20
39 H 4.72168 -1.60698 2.14116  0.22
40 H 5.22376 -1.43368 0.45651  0.20
41 H 5.82475 0.61550 1.60915  0.20
42 H 4.20620 0.75876 2.33671  0.24
43 H 4.66014 1.03432 -0.55446  0.39
44 H 3.24123 3.48269 -1.01475  0.23
45 H 3.30073 0.85613 -2.04067  0.23
46 H 2.67988 2.22098 -2.97153  0.23
47 H -0.73522 1.34636 0.49831  0.21
48 H -1.00359 0.38744 -0.97678  0.24
49 H -2.07147 2.36026 -2.06028  0.21
50 H -1.85436 3.29612 -0.56721  0.21
51 H -3.19643 2.80536 1.41055  0.20
52 H -5.14664 1.67758 2.39844  0.21
53 H -6.30619 -0.10741 1.15081  0.21
54 H -5.50795 -0.75122 -1.09312  0.21
55 H -3.55636 0.38151 -2.07892  0.21
56 H 0.93561 3.10315 0.44596  0.24
57 H 0.87344 3.87058 -1.16756  0.19
58 H 2.14235 -0.52386 2.47428  0.23
59 H -1.56053 -2.36766 1.87230  0.17
60 H -2.11115 -0.89180 1.04374  0.19
61 H -3.29261 -1.14397 3.19632  0.21
62 H -1.74667 -1.19027 4.06495  0.21
63 H -2.24898 0.28372 3.23381  0.21

Calculated values
Total charge ... 0
Energy above the lowest of the compared OMol25 structures with the same formula, charge and spin ... 28.7 kcal per mole
Orbital gap ... 8.514 eV
SMILES ... CCOc1ccc(CCNC(=O)[C@H]2CC(=O)N(CCc3ccccc3)C2)cc1OCC

***

The calculation returns the following HOMO energy values, one per record and in order: -10.832 -9.743 -7.776 eV.